1.
A structure of composition C39H83AlO17P3 at a distorted geometry, computed with ωB97M-V with the def2-TZVPD basis set.

Geometry (Å):
C 1.877 -6.005 -2.419
P 1.363 -4.258 -2.037
O 1.501 -3.424 -3.532
Al -0.969 -4.170 -1.619
C -1.435 -4.889 0.225
C -1.860 -5.145 -3.149
C -3.372 -4.870 -3.324
C -4.227 -6.172 -3.298
C -4.481 -6.660 -1.887
O -4.007 -7.664 -1.482
O -5.264 -5.859 -1.116
P -1.469 -1.846 -1.546
P -2.038 -1.156 -3.524
O -3.314 -1.735 -3.976
O -2.253 0.482 -3.418
O -0.823 -1.384 -4.559
H 2.700 -5.954 -3.143
H 1.095 -6.651 -2.828
H 2.322 -6.408 -1.507
H 1.556 -2.484 -3.317
H -0.491 -5.045 0.759
H -2.026 -5.809 0.206
H -2.030 -4.130 0.753
H -1.306 -4.882 -4.051
H -1.746 -6.236 -3.062
H -3.529 -4.463 -4.325
H -3.787 -4.152 -2.603
H -3.765 -6.952 -3.902
H -5.191 -5.938 -3.773
H -4.948 -4.948 -1.217
H -2.598 -1.652 -0.700
H -2.821 0.564 -2.638
H -0.774 -2.350 -4.677
C -3.823 -9.289 1.121
C -2.419 -9.597 1.572
O -1.706 -8.755 2.064
C -1.935 -11.017 1.381
H -4.044 -8.242 1.310
H -3.923 -9.476 0.054
H -4.533 -9.907 1.678
H -1.954 -11.278 0.322
H -2.568 -11.706 1.943
H -0.912 -11.102 1.745
C 2.434 0.840 -1.058
C 2.008 0.546 -2.468
O 2.193 -0.535 -2.979
C 1.332 1.657 -3.225
H 2.899 -0.047 -0.631
H 3.156 1.660 -1.044
H 1.557 1.108 -0.466
H 2.005 2.513 -3.312
H 0.416 1.955 -2.709
H 1.075 1.305 -4.221
C -0.212 -5.208 -7.598
C -1.444 -5.959 -7.152
O -1.896 -5.820 -6.042
C -2.085 -6.892 -8.156
H 0.143 -4.580 -6.783
H 0.577 -5.912 -7.868
H -0.450 -4.574 -8.454
H -1.376 -7.668 -8.450
H -2.404 -6.330 -9.036
H -2.956 -7.363 -7.704
C -0.035 3.418 2.208
C -0.429 3.147 0.783
O -0.252 2.057 0.283
C -1.051 4.279 0.005
H 0.399 2.517 2.634
H 0.707 4.212 2.243
H -0.915 3.698 2.789
H -0.352 5.116 -0.056
H -1.971 4.601 0.493
H -1.283 3.941 -1.004
C 4.369 5.324 3.480
C 3.404 4.191 3.714
O 2.802 3.661 2.807
C 3.211 3.734 5.137
H 4.410 5.546 2.414
H 4.034 6.211 4.015
H 5.367 5.040 3.820
H 2.834 4.557 5.738
H 4.159 3.378 5.546
H 2.492 2.918 5.161
C -3.312 3.765 4.959
C -3.526 4.721 3.816
O -2.888 4.633 2.790
C -4.571 5.795 4.000
H -2.537 3.050 4.690
H -2.992 4.309 5.849
H -4.236 3.223 5.167
H -4.307 6.429 4.849
H -5.547 5.339 4.170
H -4.620 6.410 3.103
C 1.269 -0.900 5.202
C 2.526 -0.211 5.666
O 2.523 0.540 6.619
C 3.788 -0.495 4.893
H 0.439 -0.608 5.843
H 1.041 -0.609 4.175
H 1.393 -1.982 5.257
H 3.665 -0.186 3.853
H 4.020 -1.560 4.935
H 4.614 0.063 5.331
C -3.145 4.379 -5.784
C -1.714 4.115 -5.378
O -1.008 5.003 -4.952
C -1.214 2.704 -5.526
H -3.377 5.432 -5.627
H -3.283 4.141 -6.839
H -3.821 3.774 -5.178
H -1.271 2.396 -6.573
H -1.810 2.031 -4.907
H -0.179 2.654 -5.200
C 6.085 8.461 6.570
C 5.120 7.323 6.789
O 4.537 6.804 5.865
C 4.914 6.859 8.209
H 6.137 8.691 5.508
H 5.744 9.348 7.106
H 7.080 8.180 6.919
H 4.522 7.677 8.816
H 5.858 6.509 8.629
H 4.198 6.038 8.221
C 0.659 3.655 7.275
C -0.535 4.311 7.916
O -1.662 4.097 7.526
C -0.269 5.250 9.068
H 0.326 3.010 6.464
H 1.320 4.414 6.870
H 1.191 3.047 8.008
H 0.361 6.078 8.736
H 0.224 4.713 9.880
H -1.213 5.651 9.434
C 3.260 2.066 -8.578
C 2.339 0.903 -8.291
O 1.730 0.352 -9.180
C 2.216 0.467 -6.854
H 3.256 2.276 -9.646
H 2.918 2.954 -8.042
H 4.278 1.820 -8.270
H 1.828 1.287 -6.249
H 3.188 0.153 -6.472
H 1.526 -0.372 -6.786

Forces on atoms 1 to 3 (eV/Å):
0.0276 0.4248 -0.6333
0.6744 0.7375 0.7196
-0.4406 -0.5939 -0.1487

Summary:
DFT total energy: -4081.5476 hartree
Charge: -1
Multiplicity: 1

=====

2.
A cluster of 13 separate species, C39H85F6N6O20S5 in total at a distorted geometry, computed with ωB97M-V with the def2-TZVPD basis set.

Geometry (Å):
C 2.149 1.706 0.771
F 1.620 1.534 1.971
F 2.363 2.987 0.598
F 3.267 1.025 0.619
S 0.910 1.006 -0.474
O -0.071 2.072 -0.455
O 1.576 0.749 -1.741
N 0.530 -0.485 0.243
S -0.925 -0.738 -0.128
O -1.901 -0.168 0.793
O -1.235 -0.601 -1.542
C -1.005 -2.608 0.241
F -0.742 -2.913 1.513
F -2.213 -3.102 -0.099
F -0.118 -3.215 -0.565
C -5.407 -2.702 5.623
S -4.818 -1.180 4.809
O -4.932 -0.103 5.855
C -3.029 -1.555 4.829
H -6.400 -3.026 5.313
H -5.365 -2.605 6.707
H -4.775 -3.561 5.377
H -2.505 -0.693 4.419
H -2.828 -2.448 4.244
H -2.678 -1.674 5.855
C -2.571 3.773 -2.455
S -3.397 4.672 -1.115
O -4.481 5.525 -1.717
C -4.167 3.261 -0.275
H -1.718 3.201 -2.082
H -2.122 4.504 -3.128
H -3.254 3.148 -3.031
H -4.715 3.542 0.622
H -3.414 2.521 0.007
H -4.885 2.775 -0.943
C -3.770 -0.257 -2.906
S -4.537 -1.294 -4.200
O -5.609 -2.050 -3.448
C -5.254 0.137 -5.175
H -4.506 0.489 -2.609
H -2.921 0.251 -3.358
H -3.540 -0.994 -2.149
H -5.209 -0.134 -6.227
H -4.595 0.991 -5.023
H -6.253 0.379 -4.818
C -6.764 -0.219 -1.210
O -7.168 0.736 -1.853
N -6.250 -0.164 0.028
C -5.683 -1.299 0.740
C -6.280 1.050 0.829
H -6.646 -1.216 -1.656
H -4.654 -1.077 1.024
H -5.696 -2.217 0.154
H -6.280 -1.455 1.640
H -5.336 1.598 0.861
H -7.078 1.679 0.440
H -6.484 0.796 1.872
C 3.133 -7.244 -2.747
O 2.169 -7.924 -3.058
N 3.116 -6.369 -1.720
C 4.286 -5.538 -1.449
C 1.883 -5.881 -1.139
H 4.120 -7.326 -3.224
H 5.069 -5.863 -2.131
H 4.561 -5.680 -0.401
H 4.124 -4.465 -1.583
H 1.060 -6.480 -1.526
H 1.915 -5.770 -0.058
H 1.648 -4.886 -1.544
C 3.265 -2.128 -3.447
O 4.432 -2.499 -3.415
N 2.266 -2.917 -3.889
C 2.542 -4.208 -4.539
C 0.872 -2.538 -3.761
H 2.907 -1.188 -3.003
H 3.533 -4.303 -4.964
H 1.762 -4.332 -5.288
H 2.392 -4.936 -3.737
H 0.336 -3.387 -3.321
H 0.693 -1.647 -3.165
H 0.440 -2.463 -4.765
C -4.977 3.698 2.841
O -5.321 4.535 2.022
N -3.726 3.254 3.011
C -3.387 2.004 3.652
C -2.623 3.736 2.178
H -5.671 3.257 3.577
H -4.217 1.542 4.186
H -2.510 2.121 4.294
H -3.092 1.277 2.887
H -1.712 3.760 2.774
H -2.481 3.039 1.349
H -2.826 4.716 1.755
C 2.657 -1.555 2.836
O 2.696 -1.071 3.953
N 3.698 -1.684 1.989
C 3.574 -2.478 0.769
C 5.041 -1.308 2.386
H 1.708 -1.930 2.419
H 4.174 -2.017 -0.012
H 2.553 -2.598 0.408
H 3.905 -3.488 1.037
H 5.074 -0.630 3.235
H 5.530 -2.224 2.738
H 5.581 -0.882 1.543
O 4.632 2.922 6.702
C 5.451 2.459 5.939
O 5.192 2.022 4.716
C 3.866 2.172 4.229
C 3.587 3.497 3.550
C 6.874 2.270 6.396
H 3.110 2.050 5.011
H 3.551 1.318 3.628
H 4.073 4.320 4.073
H 2.511 3.587 3.426
H 4.024 3.565 2.549
H 6.872 2.427 7.466
H 7.520 2.939 5.824
H 7.212 1.265 6.135
O 6.315 2.484 -3.565
C 5.195 2.344 -3.965
O 4.656 3.016 -4.987
C 5.284 4.171 -5.522
C 4.461 5.409 -5.218
C 4.159 1.506 -3.272
H 5.496 4.053 -6.586
H 6.288 4.252 -5.095
H 3.431 5.345 -5.573
H 4.890 6.301 -5.674
H 4.395 5.536 -4.137
H 3.190 1.959 -3.084
H 4.634 1.428 -2.289
H 4.024 0.499 -3.655
O -2.829 -6.189 1.865
C -1.946 -6.207 1.039
O -0.643 -6.127 1.305
C -0.181 -6.139 2.653
C 1.318 -6.103 2.673
C -2.211 -6.187 -0.433
H -0.635 -6.977 3.196
H -0.640 -5.366 3.274
H 1.737 -5.135 2.400
H 1.734 -6.951 2.130
H 1.653 -6.222 3.708
H -1.486 -5.591 -0.984
H -3.141 -5.622 -0.513
H -2.348 -7.154 -0.911
O 0.389 7.982 -0.579
C -0.373 7.250 -1.138
O -0.130 6.002 -1.589
C 1.064 5.362 -1.196
C 1.564 4.498 -2.355
C -1.814 7.647 -1.458
H 1.006 4.631 -0.389
H 1.838 6.059 -0.873
H 0.911 3.626 -2.437
H 2.563 4.088 -2.195
H 1.572 5.012 -3.317
H -2.168 7.189 -2.375
H -1.712 8.729 -1.495
H -2.390 7.317 -0.596

Forces on atoms 1 to 3 (eV/Å):
-1.2444 -1.4937 -0.7360
0.2432 -0.1531 0.5117
0.2012 0.5077 -0.4478

Summary:
DFT total energy: -5960.4836 hartree
Charge: -1
Multiplicity: 1